# 1
C10H14N2 | ωB97M-V/def2-TZVPD

Last column: natural (NBO) charge in e.
Atoms and positions in Å:
1 C 2.4207 2.6453 -0.4038  -0.167
2 C 1.0829 3.2126 -0.4015  -0.321
3 C 2.7530 1.3581 -0.1894  -0.304
4 C 0.1337 2.2689 -0.2851  -0.169
5 C 1.6929 0.3552 0.0552  0.225
6 C 0.3860 0.9221 -0.1407  -0.046
7 C -0.5579 -1.0120 0.5734  0.476
8 C -0.6244 -0.6178 2.0319  -0.659
9 C -1.3474 -2.2236 0.0931  -0.700
10 C -1.4435 -0.0343 -1.4955  -0.403
11 N 1.7579 -0.8939 0.4126  -0.782
12 N -0.6344 0.0566 -0.2580  -0.369
13 H 3.2029 3.4833 -0.5560  0.200
14 H 1.0490 4.2698 -0.6355  0.219
15 H 3.7736 1.1068 -0.2450  0.211
16 H -0.9642 2.4933 -0.5003  0.195
17 H 0.1220 -1.0022 2.6095  0.235
18 H -1.5534 -1.1154 2.3589  0.211
19 H -0.6617 0.4946 2.2467  0.242
20 H -1.5873 -2.8006 0.9601  0.224
21 H -0.6856 -2.7972 -0.5378  0.245
22 H -2.3478 -2.0849 -0.4914  0.235
23 H -2.5595 -0.2552 -1.2673  0.201
24 H -1.3027 0.8179 -2.0608  0.222
25 H -1.0528 -0.8519 -2.0940  0.204
26 H 2.5349 -1.5319 0.2722  0.372

Energy relative to the best compared isomer or geometry (same formula, charge and spin) in kcal/mol: 77.1
HOMO energy in hartree: -0.2458
E in Ha: -498.8296
F_max in eV/Å: 3.77

---

# 2
C4H10O3 | ωB97M-V/def2-TZVPD

Last column: natural (NBO) charge in e.
Atoms and positions in Å:
1 C 1.6871 -0.3591 0.5078  0.497
2 C 0.5250 -1.6292 -0.6961  -0.686
3 O 1.4648 0.8421 0.0962  -0.631
4 O 1.5000 -0.5748 1.8392  -0.728
5 H 0.3878 1.1845 0.4406  0.436
6 H 1.1032 -1.4439 1.9915  0.498
7 H 2.5443 -0.8786 0.0852  0.173
8 H 0.9245 -2.5257 -0.2286  0.175
9 H 1.0874 -1.3087 -1.5668  0.181
10 H -0.5053 -1.7475 -0.9934  0.214
11 C -1.7369 1.5281 -0.7338  -0.690
12 C -1.0711 0.8480 0.4422  0.148
13 O -1.1119 -0.4171 0.5433  -0.466
14 H -1.0963 1.4063 1.3967  0.182
15 H -1.1978 1.2858 -1.6519  0.237
16 H -2.7646 1.1773 -0.8579  0.241
17 H -1.7402 2.6125 -0.6142  0.217

Energy relative to the best compared isomer or geometry (same formula, charge and spin) in kcal/mol: 129.4
HOMO energy (alpha / beta) in hartree: -0.3016 / -0.3015
E in Ha: -383.9435
F_max in eV/Å: 4.25